Record 1
{
  "formula": "C18H25BaN6OPS2",
  "method": "ωB97M-V/def2-TZVPD",
  "elements": ["Ba", "N", "C", "C", "C", "C", "C", "C", "N", "C", "C", "C", "S", "C", "N", "H", "H", "H", "H", "H", "H", "H", "C", "N", "C", "N", "C", "N", "C", "P", "C", "C", "H", "H", "H", "H", "H", "H", "H", "H", "H", "H", "H", "H", "C", "S", "C", "O", "H", "H", "H", "H", "H", "H"],
  "xyz": [[-1.973, 0.563, -0.615], [-1.261, -1.781, 3.507], [-0.385, -2.608, 2.817], [0.409, -3.675, 3.225], [1.169, -4.279, 2.245], [1.137, -3.843, 0.909], [0.345, -2.785, 0.518], [-0.423, -2.158, 1.499], [-1.301, -1.077, 1.404], [-1.770, -0.898, 2.621], [-2.733, 0.148, 2.957], [-3.290, 0.402, 4.171], [-4.359, 1.723, 4.062], [-4.003, 1.862, 2.411], [-3.146, 0.991, 1.944], [-1.477, -1.837, 4.488], [0.433, -4.018, 4.250], [1.804, -5.113, 2.509], [1.746, -4.357, 0.179], [0.317, -2.459, -0.515], [-3.136, -0.107, 5.109], [-4.467, 2.628, 1.805], [4.314, 1.043, -1.155], [3.804, 0.682, 0.168], [3.932, 1.840, 1.052], [3.266, 3.036, 0.539], [3.792, 3.334, -0.794], [3.659, 2.218, -1.728], [2.270, 1.955, -2.066], [1.261, 1.487, -0.566], [2.435, 0.198, 0.104], [1.821, 2.891, 0.531], [4.195, 0.195, -1.832], [5.379, 1.260, -1.060], [4.993, 2.065, 1.166], [3.525, 1.593, 2.034], [4.851, 3.570, -0.694], [3.280, 4.209, -1.198], [2.218, 1.144, -2.796], [1.831, 2.842, -2.529], [2.395, -0.689, -0.532], [2.102, -0.106, 1.100], [1.467, 2.710, 1.549], [1.363, 3.821, 0.185], [-3.435, -0.243, -5.268], [-3.404, -1.323, -3.851], [-5.157, -1.582, -3.662], [-3.015, -0.413, -2.680], [-3.819, -0.808, -6.117], [-2.413, 0.066, -5.471], [-4.069, 0.616, -5.052], [-5.515, -2.127, -4.536], [-5.656, -0.619, -3.572], [-5.308, -2.187, -2.771]],
  "atomic_forces_ev_per_a": [[0.0, 0.1, -0.1], [0.0, 0.0, 0.0], [0.0, 0.0, 0.1], [0.0, 0.0, 0.0], [0.0, 0.0, 0.0], [0.0, 0.0, 0.0], [0.0, 0.0, 0.0], [0.0, 0.0, 0.0], [0.1, -0.1, 0.0], [0.0, 0.0, 0.1], [0.0, 0.0, 0.0], [0.0, 0.0, 0.0], [0.0, 0.0, 0.0], [0.0, 0.0, 0.0], [-0.1, 0.1, 0.1], [0.0, 0.0, 0.0], [0.0, 0.0, 0.0], [0.0, 0.0, 0.0], [0.0, 0.0, 0.0], [0.0, 0.0, 0.0], [0.0, 0.0, 0.0], [0.0, 0.0, 0.0], [0.0, 0.0, 0.0], [0.0, 0.0, 0.0], [0.0, 0.0, 0.0], [0.0, 0.0, 0.0], [0.0, 0.0, 0.0], [0.0, 0.0, 0.0], [0.0, 0.0, 0.0], [0.0, 0.0, 0.0], [0.0, 0.0, 0.0], [0.0, 0.0, 0.0], [0.0, 0.0, 0.0], [0.0, 0.0, 0.0], [0.0, 0.0, 0.0], [0.0, 0.0, 0.0], [0.0, 0.0, 0.0], [0.0, 0.0, 0.0], [0.0, 0.0, 0.0], [0.0, 0.0, 0.0], [0.0, 0.0, 0.0], [0.0, 0.0, 0.0], [0.0, 0.0, 0.0], [0.0, 0.0, 0.0], [0.0, 0.0, 0.0], [0.0, 0.0, 0.0], [0.0, 0.0, 0.0], [0.0, 0.0, 0.1], [0.0, 0.0, 0.0], [0.0, 0.0, 0.0], [0.0, 0.0, 0.0], [0.0, 0.0, 0.0], [0.0, 0.0, 0.0], [0.0, 0.0, 0.0]],
  "gap_ev": 7.4,
  "e_homo_ev": -12.84,
  "largest_force_ev_per_a": 0.16,
  "total_charge": 2,
  "lumo_energy_ha": -0.20114
}



Record 2
{
  "formula": "C18H25CrF4N5O3",
  "method": "ωB97M-V/def2-TZVPD",
  "elements": ["Cr", "C", "C", "N", "C", "C", "C", "C", "N", "C", "C", "F", "C", "F", "C", "C", "F", "C", "F", "H", "H", "H", "H", "H", "H", "H", "H", "H", "H", "H", "H", "H", "H", "H", "C", "N", "C", "C", "O", "N", "C", "N", "H", "H", "H", "H", "H", "H", "H", "C", "O", "C", "O", "H", "H", "H"],
  "xyz": [[-0.621, -0.340, -0.257], [-1.679, -3.160, -1.991], [-2.272, -2.931, -0.605], [-2.406, -1.500, -0.212], [-3.050, -1.427, 1.134], [-2.089, -1.645, 2.291], [-3.255, -0.779, -1.205], [-3.271, 0.717, -0.940], [-1.904, 1.109, -0.575], [-1.557, 2.433, -0.510], [-0.237, 2.730, -0.162], [0.552, 1.643, 0.130], [0.302, 3.985, -0.079], [1.601, 4.109, 0.244], [-0.479, 5.090, -0.325], [-1.804, 4.848, -0.639], [-2.614, 5.880, -0.869], [-2.340, 3.576, -0.724], [-3.648, 3.468, -1.010], [-1.319, -4.186, -2.055], [-0.828, -2.506, -2.177], [-2.416, -3.023, -2.781], [-1.646, -3.411, 0.143], [-3.265, -3.387, -0.552], [-3.850, -2.170, 1.168], [-3.510, -0.448, 1.240], [-1.580, -2.608, 2.229], [-2.645, -1.619, 3.229], [-1.334, -0.857, 2.335], [-4.270, -1.191, -1.208], [-2.817, -0.946, -2.187], [-3.991, 0.981, -0.164], [-3.606, 1.210, -1.852], [-0.087, 6.097, -0.278], [5.528, 1.167, 0.032], [4.212, 0.606, -0.239], [3.552, 0.751, -1.527], [2.218, 0.094, -1.271], [1.229, 0.130, -1.948], [2.294, -0.488, -0.001], [3.429, -0.052, 0.608], [3.688, -0.275, 1.879], [6.202, 0.908, -0.783], [5.942, 0.749, 0.946], [5.479, 2.251, 0.124], [4.091, 0.254, -2.335], [3.410, 1.800, -1.789], [2.933, -0.682, 2.419], [4.478, 0.149, 2.332], [1.560, -2.869, 2.091], [1.258, -1.474, 1.900], [1.034, -1.130, 0.565], [0.495, -1.989, -0.239], [1.556, -3.037, 3.164], [2.541, -3.117, 1.677], [0.807, -3.489, 1.611]],
  "atomic_forces_ev_per_a": [[0.1, -0.2, -0.3], [-0.1, 0.0, 0.1], [0.1, 0.1, -0.1], [-0.2, 0.0, 0.0], [0.1, -0.1, 0.0], [0.0, -0.1, -0.1], [0.1, 0.0, 0.1], [0.3, 0.1, 0.1], [-0.3, 0.3, -0.1], [-0.1, -0.2, 0.0], [0.0, -0.1, 0.0], [0.1, -0.1, 0.2], [0.0, 0.0, 0.0], [0.0, 0.0, 0.0], [0.0, 0.2, 0.0], [0.1, 0.0, 0.0], [-0.1, 0.1, 0.0], [-0.1, 0.0, 0.0], [-0.1, 0.0, 0.0], [0.0, 0.0, 0.0], [0.0, 0.0, 0.0], [0.0, 0.0, 0.0], [0.0, 0.0, 0.0], [0.0, 0.0, 0.0], [-0.1, 0.0, 0.0], [0.0, 0.1, 0.0], [0.0, 0.0, 0.0], [0.0, 0.0, 0.0], [0.0, 0.0, 0.0], [0.0, 0.0, 0.0], [0.0, -0.1, 0.0], [0.0, 0.0, 0.1], [0.0, 0.0, -0.1], [0.0, -0.1, 0.0], [-0.1, 0.0, 0.0], [0.2, 0.0, -0.1], [0.0, 0.0, 0.0], [0.2, 0.0, 0.4], [-0.3, -0.1, -0.2], [-0.1, 0.0, -0.2], [0.0, 0.0, -0.1], [0.0, 0.0, 0.1], [0.0, 0.0, 0.0], [0.0, 0.0, 0.0], [0.0, 0.0, 0.0], [0.0, 0.0, 0.0], [0.0, 0.0, 0.0], [0.0, 0.0, 0.1], [0.0, 0.0, 0.0], [0.0, 0.0, 0.0], [0.2, 0.0, -0.2], [-0.1, -0.2, 0.4], [0.2, 0.2, 0.1], [0.0, 0.0, 0.0], [0.0, 0.0, 0.0], [0.0, 0.0, 0.0]],
  "spin_multiplicity": 4,
  "gap_ev": [7.3, 7.9],
  "e_homo_ev": [-9.95, -10.32],
  "largest_force_ev_per_a": 0.47,
  "total_charge": 1,
  "lumo_energy_ha": [-0.09567, -0.09025]
}



Record 3
{
  "formula": "C18H25N3O",
  "method": "ωB97M-V/def2-TZVPD",
  "elements": ["C", "C", "C", "C", "C", "C", "C", "C", "C", "C", "O", "C", "C", "C", "N", "C", "C", "C", "C", "N", "N", "C", "H", "H", "H", "H", "H", "H", "H", "H", "H", "H", "H", "H", "H", "H", "H", "H", "H", "H", "H", "H", "H", "H", "H", "H", "H"],
  "xyz": [[4.314, 0.565, -0.233], [3.486, -0.675, -0.059], [4.050, -1.764, 0.596], [3.368, -2.957, 0.744], [2.103, -3.087, 0.200], [1.531, -2.011, -0.452], [2.185, -0.787, -0.563], [1.479, 0.346, -1.260], [0.451, 1.127, -0.399], [1.182, 1.757, 0.803], [0.371, 2.455, 1.708], [-0.199, 2.188, -1.301], [-1.408, 2.848, -0.643], [-2.388, 1.790, -0.145], [-1.707, 0.902, 0.784], [-2.609, 0.020, 1.517], [-3.292, -1.005, 0.671], [-4.455, -0.957, -0.069], [-4.527, -2.201, -0.712], [-3.493, -2.955, -0.401], [-2.754, -2.224, 0.428], [-0.645, 0.176, 0.105], [3.890, 1.407, 0.309], [5.322, 0.396, 0.138], [4.381, 0.838, -1.285], [5.051, -1.675, 0.992], [3.829, -3.785, 1.262], [1.569, -4.023, 0.274], [0.557, -2.130, -0.904], [0.941, -0.066, -2.118], [2.204, 1.065, -1.640], [1.715, 0.951, 1.334], [1.918, 2.482, 0.442], [-0.458, 1.953, 1.795], [0.539, 2.949, -1.563], [-0.523, 1.704, -2.227], [-1.912, 3.494, -1.366], [-1.081, 3.461, 0.195], [-2.800, 1.232, -1.003], [-3.217, 2.269, 0.382], [-2.020, -0.480, 2.294], [-3.360, 0.648, 2.005], [-5.155, -0.149, -0.131], [-5.283, -2.564, -1.379], [-1.903, -2.604, 0.811], [-1.042, -0.392, -0.754], [-0.206, -0.529, 0.817]],
  "atomic_forces_ev_per_a": [[-0.1, 0.0, 0.0], [0.0, -0.1, 0.0], [0.0, 0.0, 0.0], [0.0, -0.1, 0.0], [0.0, -0.1, 0.0], [0.0, 0.0, 0.0], [0.1, -0.1, -0.1], [-0.1, 0.0, 0.2], [0.0, 0.1, 0.0], [0.3, -0.3, -0.2], [-0.2, 0.2, 0.4], [-0.1, 0.0, 0.3], [-0.1, 0.0, -0.1], [0.0, 0.4, -0.1], [0.0, 0.0, 0.1], [0.0, 0.0, 0.0], [-0.2, 0.1, 0.0], [0.2, 0.0, 0.2], [0.2, 0.1, 0.1], [0.1, -0.8, -0.3], [-0.1, 0.3, 0.2], [0.3, 0.1, -0.1], [0.0, 0.1, 0.0], [0.1, 0.0, 0.0], [0.0, 0.1, 0.0], [0.1, 0.0, 0.0], [0.0, -0.1, 0.0], [0.0, -0.1, 0.0], [-0.1, 0.0, -0.1], [0.0, 0.1, 0.0], [0.0, 0.1, -0.1], [0.0, 0.1, -0.1], [0.0, -0.1, -0.1], [0.0, 0.0, -0.1], [0.1, 0.0, -0.1], [0.0, 0.0, -0.1], [0.0, 0.0, 0.0], [-0.1, 0.0, -0.1], [0.0, 0.0, 0.1], [0.0, 0.0, 0.0], [-0.1, 0.1, 0.0], [0.1, -0.1, 0.0], [-0.1, 0.2, 0.0], [-0.1, -0.1, -0.1], [-0.1, 0.0, -0.1], [0.0, -0.1, 0.1], [0.0, -0.1, 0.0]],
  "gap_ev": 9.7,
  "e_homo_ev": -8.96,
  "largest_force_ev_per_a": 0.86,
  "total_charge": 0,
  "lumo_energy_ha": 0.02611
}